{"formula": "C5H8O", "method": "ωB97M-V/def2-TZVPD", "homo_lumo_gap_ev": 8.98, "homo_ev": -8.04, "energy_ev": -7357.5673, "e_above_lowest_ev": 4.688, "species": ["C", "H", "H", "H", "C", "C", "H", "H", "H", "C", "C", "H", "H", "O"], "coordinates": [[0.788, -0.768, 0.282], [-0.119, 0.425, -2.119], [1.612, -1.353, 0.748], [1.453, 0.665, -1.395], [-0.210, 1.252, -0.033], [-0.537, -1.231, 0.666], [-0.724, -2.075, 1.345], [0.115, 2.300, 0.004], [0.718, 0.742, 1.990], [0.446, 0.381, -1.133], [0.250, 0.342, 1.080], [-1.307, 1.254, -0.095], [-0.983, -0.784, -1.041], [-1.503, -1.150, -0.297]], "mulliken_charge": [-0.187, 0.267, 0.291, 0.333, -0.369, -0.327, 0.350, 0.314, 0.366, -0.899, -0.256, 0.249, 0.401, -0.534]}

***

{"formula": "C5H8O", "method": "ωB97M-V/def2-TZVPD", "homo_lumo_gap_ev": [7.67, 7.67], "homo_ev": [-7.20, -7.20], "energy_ev": -7357.6043, "e_above_lowest_ev": 4.651, "species": ["O", "C", "H", "H", "C", "C", "H", "H", "H", "C", "H", "H", "H", "C"], "coordinates": [[-1.122, 0.261, -0.916], [-0.923, -0.442, 0.209], [-1.168, 0.087, 1.245], [-0.501, -0.320, -2.785], [-0.178, 1.032, 1.892], [0.318, -1.207, 0.036], [0.447, 1.001, -2.066], [1.715, -1.374, -1.627], [0.615, 1.489, 1.293], [-0.054, 0.047, -1.854], [0.704, -1.892, 0.783], [0.232, 0.489, 2.751], [-0.905, 1.787, 2.213], [0.822, -0.957, -1.175]], "mulliken_charge": [-0.270, -0.270, 0.457, 0.273, -1.127, -0.375, 0.248, 0.408, 0.254, -0.389, 0.419, 0.321, 0.329, -0.279]}

***

{"formula": "C5H8O", "method": "ωB97M-V/def2-TZVPD", "homo_lumo_gap_ev": 5.23, "homo_ev": -7.79, "energy_ev": -7356.3342, "e_above_lowest_ev": 5.921, "species": ["O", "H", "H", "C", "H", "C", "C", "H", "H", "C", "H", "C", "H", "H"], "coordinates": [[0.206, -2.651, -2.047], [-1.372, 1.655, 0.200], [0.782, -0.573, 0.570], [0.218, 0.126, -0.064], [0.346, 0.658, 2.717], [-0.506, 1.179, 0.636], [0.032, -0.226, -1.388], [1.262, -1.215, -2.973], [-0.960, -0.057, -1.819], [-0.528, 1.158, 2.221], [1.675, -1.469, -1.252], [0.814, -1.448, -1.983], [-1.436, 0.668, 2.594], [-0.531, 2.195, 2.589]], "mulliken_charge": [-0.613, 0.339, 0.260, -0.308, 0.324, -0.081, 0.079, 0.288, 0.308, -0.993, 0.226, -0.439, 0.282, 0.327]}

***

{"formula": "C5H8O", "method": "ωB97M-V/def2-TZVPD", "homo_lumo_gap_ev": 9.88, "homo_ev": -9.14, "energy_ev": -7358.7766, "e_above_lowest_ev": 3.479, "species": ["H", "H", "C", "H", "H", "H", "H", "O", "C", "C", "H", "C", "C", "H"], "coordinates": [[-0.595, -0.781, 1.523], [1.165, 1.378, 0.383], [0.530, 0.654, -0.123], [2.014, -0.481, 2.466], [-0.998, 1.981, -0.979], [2.223, -0.971, 1.949], [-0.284, 0.881, -2.176], [1.720, -1.578, -0.391], [-0.576, 0.985, -1.127], [0.853, -0.767, -0.191], [-2.386, 0.276, -0.076], [-0.411, -0.503, 0.488], [-1.484, -0.130, -0.537], [-1.771, -0.942, -1.212]], "mulliken_charge": [0.344, 0.348, -0.235, 0.105, 0.274, -0.112, 0.272, -0.565, -0.565, 0.380, 0.273, -0.230, -0.565, 0.274]}

***

{"formula": "C5H8O", "method": "ωB97M-V/def2-TZVPD", "homo_lumo_gap_ev": 10.56, "homo_ev": -9.58, "energy_ev": -7359.8229, "e_above_lowest_ev": 2.432, "species": ["H", "H", "H", "O", "C", "C", "C", "H", "H", "C", "H", "H", "H", "C"], "coordinates": [[2.398, 1.948, 1.342], [-2.620, -2.019, 0.515], [0.811, 1.125, 1.406], [1.957, 0.864, -0.306], [1.469, -0.381, -0.737], [1.858, 1.033, 1.087], [-2.531, -1.347, -0.341], [1.998, -1.193, -0.213], [2.315, 0.187, 1.625], [0.019, -0.598, -0.567], [1.719, -0.453, -1.799], [-2.854, -1.893, -1.232], [-3.225, -0.518, -0.188], [-1.146, -0.898, -0.480]], "mulliken_charge": [0.224, 0.285, 0.274, -0.351, -0.675, -0.687, -1.304, 0.332, 0.300, 0.098, 0.291, 0.290, 0.309, 0.615]}

***

{"formula": "C5H8O", "method": "ωB97M-V/def2-TZVPD", "homo_lumo_gap_ev": 8.55, "homo_ev": -8.48, "energy_ev": -7357.6331, "e_above_lowest_ev": 4.622, "species": ["H", "H", "H", "C", "H", "C", "C", "H", "H", "H", "H", "C", "C", "O"], "coordinates": [[2.552, 0.560, 0.066], [0.474, -1.461, -0.601], [-2.349, -0.267, -0.457], [-0.771, 0.922, 0.463], [-0.187, -0.616, -2.013], [-0.447, -1.165, -1.101], [1.656, 0.622, 0.691], [-0.977, -2.071, -1.407], [1.906, 1.369, 1.470], [-1.519, 1.696, 0.635], [1.442, -0.325, 1.204], [-1.290, -0.307, -0.198], [0.547, 1.356, 0.066], [-1.036, -0.312, 1.183]], "mulliken_charge": [0.285, 0.313, 0.407, 0.052, 0.303, -1.248, -0.862, 0.358, 0.329, 0.454, 0.352, 0.111, -0.384, -0.468]}

***

{"formula": "C5H8O", "method": "ωB97M-V/def2-TZVPD", "homo_lumo_gap_ev": 8.41, "homo_ev": -7.49, "energy_ev": -7357.3695, "e_above_lowest_ev": 4.886, "species": ["O", "H", "C", "C", "H", "C", "C", "H", "H", "H", "H", "H", "C", "H"], "coordinates": [[-1.437, 0.381, -0.374], [-1.432, -1.457, -1.296], [1.278, 0.442, -0.854], [0.544, -0.766, -0.349], [2.358, 0.348, -0.866], [-0.728, 0.986, 0.587], [-0.897, -0.823, -0.603], [1.304, 0.636, 1.386], [-1.215, -0.433, 1.596], [1.088, -1.681, -0.136], [-1.113, 1.935, 0.935], [0.859, 1.019, -1.675], [0.667, 0.546, 0.513], [-1.278, -1.132, 1.138]], "mulliken_charge": [-0.292, 0.389, -0.613, -0.085, 0.283, -0.511, -0.511, 0.366, 0.062, 0.366, 0.389, 0.177, -0.083, 0.064]}

***

{"formula": "C5H8O", "method": "ωB97M-V/def2-TZVPD", "homo_lumo_gap_ev": 9.49, "homo_ev": -8.54, "energy_ev": -7357.0647, "e_above_lowest_ev": 5.191, "species": ["C", "H", "C", "O", "H", "H", "C", "H", "H", "H", "C", "H", "C", "H"], "coordinates": [[1.966, 0.250, 0.135], [-1.900, 0.634, -1.280], [-1.964, -0.166, -0.551], [1.207, 1.100, -0.763], [-1.723, -2.219, -0.107], [1.951, -0.780, -0.247], [0.931, 0.621, 1.189], [1.048, 1.695, 1.491], [2.997, 0.583, 0.268], [0.615, 0.028, 2.048], [-1.668, -1.427, -0.850], [-2.251, 0.138, 0.453], [0.161, 1.256, 0.070], [-1.369, -1.715, -1.855]], "mulliken_charge": [-0.317, 0.294, -0.609, -0.197, 0.244, 0.236, -0.227, 0.201, 0.234, 0.386, -0.408, 0.274, -0.349, 0.238]}

***

{"formula": "C5H8O", "method": "ωB97M-V/def2-TZVPD", "homo_lumo_gap_ev": 8.78, "homo_ev": -8.85, "energy_ev": -7357.1670, "e_above_lowest_ev": 5.088, "species": ["C", "H", "O", "H", "H", "H", "H", "C", "C", "H", "C", "C", "H", "H"], "coordinates": [[-0.526, -0.492, 0.460], [-2.187, -1.438, 0.690], [-1.606, -0.899, 1.242], [0.975, 2.402, -0.191], [0.384, -2.499, 0.235], [-1.192, 1.525, 0.348], [1.473, 0.866, 0.463], [0.832, -0.655, 1.112], [0.867, 1.330, -0.357], [1.351, 1.049, -1.296], [0.437, -1.464, -0.101], [-0.592, 0.841, -0.260], [0.857, -1.340, -1.098], [-1.074, 0.774, -1.246]], "mulliken_charge": [0.843, 0.351, -0.512, 0.358, 0.309, 0.308, 0.355, -0.692, -0.987, 0.304, -0.554, -0.585, 0.197, 0.304]}

***

{"formula": "C5H8O", "method": "ωB97M-V/def2-TZVPD", "homo_lumo_gap_ev": 9.16, "homo_ev": -8.45, "energy_ev": -7356.5712, "e_above_lowest_ev": 5.684, "species": ["C", "H", "H", "H", "C", "H", "O", "C", "H", "C", "H", "C", "H", "H"], "coordinates": [[0.161, -0.004, -0.271], [1.328, -1.590, -1.140], [1.657, 0.022, -1.809], [-1.824, -0.581, -1.427], [-1.311, -0.184, -0.562], [-1.045, -0.519, 1.617], [-1.543, 1.203, -0.239], [1.421, -0.528, -0.893], [2.265, -0.414, -0.204], [-0.216, 1.457, -0.201], [-0.588, -1.919, 0.512], [-0.762, -0.850, 0.620], [0.233, 2.100, 1.651], [0.226, 1.809, 2.347]], "mulliken_charge": [1.039, 0.335, 0.317, 0.362, -0.037, 0.228, -0.199, -1.283, 0.299, -0.699, 0.263, -0.680, -0.017, 0.072]}

***

{"formula": "C5H8O", "method": "ωB97M-V/def2-TZVPD", "homo_lumo_gap_ev": 8.42, "homo_ev": -7.86, "energy_ev": -7359.4952, "e_above_lowest_ev": 2.760, "species": ["H", "C", "H", "C", "H", "C", "H", "C", "H", "H", "H", "C", "O", "H"], "coordinates": [[0.486, 0.267, -2.402], [-0.133, -1.042, 2.084], [-0.937, -0.899, -2.437], [0.681, -0.188, 1.455], [1.701, 0.099, 1.700], [0.279, 0.543, 0.223], [-1.242, 0.785, -2.603], [-0.550, 0.068, -2.149], [-1.170, -0.739, 2.202], [1.664, 1.839, 0.464], [0.160, -1.930, 2.624], [-0.661, 0.155, -0.643], [1.223, 1.433, -0.293], [-1.501, -0.390, -0.226]], "mulliken_charge": [0.314, -0.755, 0.297, -0.296, 0.288, 0.342, 0.257, -0.973, 0.274, 0.304, 0.255, -0.048, -0.511, 0.253]}

***

{"formula": "C5H8O", "method": "ωB97M-V/def2-TZVPD", "homo_lumo_gap_ev": 9.58, "homo_ev": -8.76, "energy_ev": -7358.1986, "e_above_lowest_ev": 4.057, "species": ["H", "C", "H", "H", "C", "C", "H", "H", "H", "H", "O", "C", "C", "H"], "coordinates": [[0.644, -1.884, 0.989], [1.548, -0.229, -0.133], [-2.347, -0.941, 1.422], [-2.827, -0.377, -0.292], [0.841, 0.091, -1.437], [-0.777, -0.548, 0.093], [2.401, -0.885, -0.333], [1.973, 0.722, 0.216], [0.145, 2.658, -1.359], [0.502, -0.326, 1.814], [-0.436, -0.116, -1.219], [0.503, -0.809, 0.834], [-2.053, -0.626, 0.427], [-0.115, 3.269, -1.022]], "mulliken_charge": [0.234, -0.173, 0.262, 0.280, -0.533, 0.549, 0.330, 0.236, -0.204, 0.276, -0.117, -0.451, -0.891, 0.200]}

***

{"formula": "C5H8O", "method": "ωB97M-V/def2-TZVPD", "homo_lumo_gap_ev": 10.43, "homo_ev": -9.30, "energy_ev": -7358.9331, "e_above_lowest_ev": 3.322, "species": ["H", "O", "H", "H", "C", "H", "H", "C", "C", "C", "H", "C", "H", "H"], "coordinates": [[1.652, 1.128, 0.557], [-1.111, 0.312, 1.861], [-1.581, -0.765, -1.006], [0.670, -1.783, 0.131], [0.881, 0.495, 0.144], [0.408, 1.436, -1.778], [-0.654, -0.593, 1.894], [-1.095, 0.177, -0.732], [0.668, -0.879, 0.737], [0.337, 0.470, -1.281], [0.769, -0.310, -1.912], [-0.477, 0.196, 0.641], [-1.795, 1.000, -0.902], [1.207, -0.984, 1.693]], "mulliken_charge": [0.425, -0.601, 0.251, 0.248, -0.298, 0.279, 0.409, -0.567, -0.985, -0.633, 0.267, 0.547, 0.266, 0.392]}

***

{"formula": "C5H8O", "method": "ωB97M-V/def2-TZVPD", "homo_lumo_gap_ev": 9.62, "homo_ev": -8.71, "energy_ev": -7356.9645, "e_above_lowest_ev": 5.291, "species": ["H", "C", "H", "H", "H", "C", "H", "H", "H", "O", "C", "H", "C", "C"], "coordinates": [[1.115, 0.417, 1.930], [1.110, 0.185, 0.861], [1.778, 0.857, 0.310], [-1.562, 0.370, -1.518], [-2.186, -0.988, 0.526], [-1.211, 0.694, -0.543], [1.695, -0.739, -1.995], [-1.103, 1.771, -0.430], [-1.792, 0.446, 1.602], [1.489, -1.190, 0.584], [-0.188, -0.140, 0.157], [2.024, -0.070, -1.978], [-1.606, -0.080, 0.670], [0.414, -1.477, -0.167]], "mulliken_charge": [0.280, -0.301, 0.258, 0.239, 0.259, -0.576, 0.009, 0.252, 0.243, -0.147, 0.973, 0.022, -0.742, -0.770]}

***

{"formula": "C5H8O", "method": "ωB97M-V/def2-TZVPD", "homo_lumo_gap_ev": 10.64, "homo_ev": -9.60, "energy_ev": -7361.5261, "e_above_lowest_ev": 0.729, "species": ["H", "C", "H", "C", "H", "H", "H", "H", "H", "C", "C", "O", "H", "C"], "coordinates": [[-2.116, 0.340, -0.721], [0.624, 0.280, -0.913], [0.227, 0.160, 2.508], [-0.514, -0.751, -0.693], [-1.269, -1.570, 1.293], [0.297, 1.037, -1.633], [0.708, 1.937, 0.562], [-0.278, -1.707, -1.172], [1.500, -0.215, -1.344], [0.168, 0.030, 1.430], [0.971, 0.874, 0.472], [-1.762, -0.378, -1.262], [2.044, 0.806, 0.686], [-0.599, -0.865, 0.810]], "mulliken_charge": [0.362, -0.669, 0.397, 0.073, 0.416, 0.298, 0.260, 0.337, 0.261, -0.210, -0.513, -0.578, 0.278, -0.712]}

***

{"formula": "C5H8O", "method": "ωB97M-V/def2-TZVPD", "homo_lumo_gap_ev": 9.95, "homo_ev": -9.31, "energy_ev": -7358.4314, "e_above_lowest_ev": 3.824, "species": ["C", "C", "H", "C", "C", "C", "O", "H", "H", "H", "H", "H", "H", "H"], "coordinates": [[1.151, 0.480, -0.172], [-2.061, 0.842, -0.315], [-1.480, -1.041, -1.242], [0.080, -0.091, -0.306], [-1.286, -0.475, -0.336], [2.231, -0.496, 0.154], [2.694, -0.243, 1.456], [1.747, -1.469, 0.113], [2.283, 0.593, 1.710], [-3.126, 0.626, -0.336], [-1.787, 1.441, -1.184], [2.950, -0.520, -0.666], [-1.847, 1.421, 0.587], [-1.548, -1.068, 0.537]], "mulliken_charge": [-0.664, -1.170, 0.242, 0.296, -0.176, -0.013, -0.516, 0.148, 0.374, 0.352, 0.329, 0.228, 0.319, 0.250]}

***

{"formula": "C5H8O", "method": "ωB97M-V/def2-TZVPD", "homo_lumo_gap_ev": 9.67, "homo_ev": -8.94, "energy_ev": -7359.6094, "e_above_lowest_ev": 2.646, "species": ["O", "H", "C", "H", "H", "C", "H", "H", "H", "C", "C", "H", "H", "C"], "coordinates": [[-2.120, 0.477, 1.744], [0.874, -1.434, 0.751], [1.492, 1.396, -1.049], [-2.413, -1.501, 1.253], [-1.241, 0.299, -0.721], [1.418, 0.103, -0.699], [0.578, 1.896, -1.376], [2.376, -0.417, -0.773], [2.337, 2.054, -0.887], [-0.999, -0.570, -0.108], [-1.981, -0.496, 1.058], [0.459, 0.196, 1.137], [-1.256, -1.478, -0.643], [0.477, -0.524, 0.314]], "mulliken_charge": [-0.460, 0.408, -0.533, 0.295, 0.218, -0.444, 0.227, 0.276, 0.257, -0.346, -0.002, 0.265, 0.319, -0.481]}

***

{"formula": "C5H8O", "method": "ωB97M-V/def2-TZVPD", "homo_lumo_gap_ev": 9.63, "homo_ev": -8.96, "energy_ev": -7358.5163, "e_above_lowest_ev": 3.739, "species": ["O", "C", "H", "C", "H", "H", "C", "H", "H", "H", "C", "H", "C", "H"], "coordinates": [[0.384, 0.265, -0.511], [-0.407, 0.292, 1.777], [1.773, -0.718, -1.573], [-1.945, -0.272, -1.714], [-1.664, -1.205, -2.198], [-1.899, 0.618, -2.334], [-1.769, -0.148, -0.420], [-1.293, 0.237, 2.409], [0.830, -1.799, -0.536], [0.055, 1.281, 1.885], [-0.720, 0.081, 0.335], [0.327, -0.445, 2.135], [1.295, -0.801, -0.593], [2.048, -0.687, 0.195]], "mulliken_charge": [-0.349, -1.129, 0.242, -0.380, 0.248, 0.258, -0.082, 0.337, 0.333, 0.289, 0.402, 0.276, -0.737, 0.292]}

***

{"formula": "C5H8O", "method": "ωB97M-V/def2-TZVPD", "homo_lumo_gap_ev": 9.11, "homo_ev": -8.22, "energy_ev": -7358.8714, "e_above_lowest_ev": 3.384, "species": ["C", "H", "H", "H", "C", "H", "H", "H", "H", "O", "C", "C", "H", "C"], "coordinates": [[0.981, -0.493, -0.873], [1.363, -0.113, -1.794], [-0.805, -0.268, 2.277], [-2.243, 0.573, 0.156], [-1.265, 0.726, -0.298], [-1.266, -1.393, -0.929], [1.420, 1.488, 0.141], [-1.076, 1.716, -0.686], [1.812, 0.100, 1.208], [-0.574, -0.829, 1.536], [1.176, 0.431, 0.360], [-0.619, -0.493, -0.931], [1.381, -1.485, -0.573], [-0.283, 0.044, 0.514]], "mulliken_charge": [-0.469, 0.374, 0.362, 0.280, -0.807, 0.241, 0.282, 0.257, 0.291, -0.488, -0.848, -0.631, 0.222, 0.934]}

***

{"formula": "C5H8O", "method": "ωB97M-V/def2-TZVPD", "homo_lumo_gap_ev": 9.59, "homo_ev": -8.68, "energy_ev": -7357.0190, "e_above_lowest_ev": 5.236, "species": ["H", "H", "C", "H", "H", "H", "H", "C", "C", "C", "H", "H", "C", "O"], "coordinates": [[1.412, -2.914, -0.776], [-1.298, 1.779, -1.225], [-0.987, 0.733, -1.154], [-1.824, 0.060, -1.360], [0.430, -1.233, 1.451], [1.312, 1.142, 1.509], [-0.407, 1.773, 1.623], [0.986, 0.083, -1.100], [-0.252, -0.415, 1.241], [0.260, 0.984, 1.287], [-1.283, -0.587, 1.537], [1.567, -2.202, -0.939], [-0.040, 0.341, -0.039], [0.123, 0.456, -2.054]], "mulliken_charge": [0.210, 0.258, -0.373, 0.253, 0.237, 0.261, 0.245, -0.547, -0.595, -0.705, 0.247, -0.202, 0.916, -0.206]}